[1]
The following is a quantum chemistry calculation of C24H13FN6O5S6Ta as an isolated structure, from the Open Molecules 2025 dataset.

Geometry (Å):
1 Ta 0.50055 0.35314 0.50317
2 O 2.49541 0.53798 1.22937
3 N 3.52726 0.55923 0.45792
4 N 3.21879 0.42570 -0.75502
5 O 1.97454 0.29838 -1.12833
6 C 4.23045 0.36830 -1.76708
7 C 3.81896 0.30159 -3.08757
8 C 4.78806 0.24707 -4.07845
9 C 6.13355 0.26071 -3.74677
10 C 6.52111 0.32731 -2.41478
11 C 5.57185 0.38007 -1.40874
12 H 2.76402 0.29222 -3.31869
13 H 4.48264 0.19517 -5.11484
14 H 6.88369 0.21831 -4.52549
15 H 7.57094 0.33523 -2.15373
16 H 5.85568 0.42756 -0.36857
17 O -2.72011 -5.66226 -0.72340
18 C -2.15711 -4.66155 -0.36763
19 S -0.39669 -4.45406 -0.40520
20 C -0.37782 -2.83227 0.25417
21 C -1.56144 -2.26581 0.54758
22 S -1.69450 -0.68423 1.24182
23 S -2.99371 -3.21918 0.23634
24 S 1.13749 -2.02234 0.51588
25 F -2.74590 -0.18225 -4.94858
26 C -2.04206 -0.09529 -3.79012
27 C -1.04079 -1.00800 -3.54615
28 C -0.32383 -0.90277 -2.35842
29 C -0.59803 0.08683 -1.41237
30 C -1.63332 0.98013 -1.71161
31 C -2.35461 0.90662 -2.89441
32 H -0.83113 -1.78556 -4.26915
33 H 0.47013 -1.61583 -2.17405
34 H -1.89920 1.75696 -1.00203
35 H -3.14977 1.60435 -3.12170
36 O 0.47658 3.20224 3.25172
37 S -0.32788 2.03943 3.02844
38 O -1.19241 2.05676 1.85524
39 N 0.47763 0.63770 2.85134
40 C 0.40437 -0.15826 3.94903
41 S 1.18551 -1.57632 4.16764
42 C -0.57540 0.39040 4.93521
43 C -0.96640 -0.16944 6.14200
44 C -1.92367 0.49237 6.89449
45 C -2.47563 1.69736 6.46323
46 C -2.07622 2.27038 5.26506
47 C -1.13618 1.58242 4.52204
48 H -0.52635 -1.10495 6.45933
49 H -2.25015 0.06709 7.83492
50 H -3.22148 2.19328 7.07070
51 H -2.48437 3.21129 4.92175
52 N -0.48812 6.66918 -0.26811
53 C 0.11853 5.70863 -0.48104
54 N 0.88073 4.67755 -0.80018
55 C 0.74270 3.50945 -0.35893
56 N 0.65642 2.38083 -0.04707

Cartesian forces (eV/Å) of the 3 atoms listed first:
Ta 0.38 -0.53 0.01
O -0.15 -0.12 -0.14
N 0.08 -0.03 -0.07

Values from the calculation:
Energy above the lowest of the compared OMol25 structures with the same formula, charge and spin (eV): 0.723
HOMO level (eV): -5.0664
Kohn-Sham gap (eV): 6.1511
Net charge: -1


[2]
The following is a quantum chemistry calculation of N3O9Rb as an isolated structure, from the Open Molecules 2025 dataset.

Geometry (Å):
1 Rb 13.21631 3.07667 -23.22201
2 N 11.71959 -0.31639 -23.28093
3 O 11.64995 0.85090 -23.32885
4 O 12.38147 -0.83642 -22.43800
5 O 11.10621 -1.08017 -24.03388
6 N 15.13754 0.00267 -24.97208
7 O 16.03476 -0.54702 -24.38267
8 O 14.84462 1.14249 -24.70028
9 O 14.33939 -0.55744 -25.74835
10 N 14.29358 1.12424 -20.84848
11 O 15.23613 1.49850 -21.54707
12 O 13.19054 1.74559 -20.73555
13 O 14.37642 0.08770 -20.19948

Cartesian forces (eV/Å) of the 3 atoms listed first:
Rb 0.37 -1.17 0.07
N -0.29 -5.32 -0.06
O -1.10 7.09 -1.34

Values from the calculation:
Energy above the lowest of the compared OMol25 structures with the same formula, charge and spin (eV): 2.254
HOMO level (eV): -0.8633
Kohn-Sham gap (eV): 4.4959
Net charge: -2


[3]
The following is a quantum chemistry calculation of C28H26F3NO5PPd as an isolated structure, from the Open Molecules 2025 dataset.

Geometry (Å):
1 Pd -0.43010 -1.25235 0.18425
2 O -1.80142 0.44576 -0.34842
3 C -1.61534 1.71280 0.25841
4 C -0.19928 3.47061 -1.17731
5 N 0.95705 1.61239 -0.09608
6 C 1.59023 1.26692 1.16885
7 C 1.04156 -0.02530 1.86443
8 O 1.81688 -0.97258 1.96135
9 O -0.17434 0.02374 2.22464
10 C 1.55864 1.09999 -1.30431
11 C 1.25790 -0.41614 -1.56643
12 O 2.20808 -1.16527 -1.49651
13 O 0.02227 -0.75373 -1.82529
14 H -1.49726 0.41838 -1.27588
15 H -2.42296 2.39582 -0.01639
16 H -1.63263 1.51378 1.32928
17 H -1.11805 3.96176 -1.48361
18 H 0.57456 3.42752 -1.93528
19 H 2.65635 1.15014 0.98112
20 H 1.45557 2.09884 1.86061
21 H 1.19258 1.67309 -2.15693
22 H 2.63716 1.22022 -1.22998
23 F 3.07766 6.88243 4.66997
24 C 1.79137 7.12164 4.36640
25 F 1.69007 8.40573 4.00152
26 F 1.07080 6.94929 5.48046
27 C 1.33855 6.19812 3.25953
28 C 1.55120 6.58630 1.93664
29 C 1.17764 5.74030 0.92087
30 C 0.59182 4.49167 1.22821
31 C 0.37536 4.12278 2.57771
32 C 0.75404 4.97963 3.58868
33 C 0.17797 3.64605 0.20411
34 C -0.28926 2.32100 -0.13329
35 H 1.99848 7.54607 1.72347
36 H 1.33419 6.01085 -0.11427
37 H -0.11423 3.18344 2.80135
38 H 0.59044 4.72150 4.62504
39 C 1.39756 -3.89990 1.53912
40 P 0.12029 -3.30891 0.42025
41 C -1.53453 -3.33093 1.12413
42 C -2.56958 -3.01006 0.21497
43 C -3.83970 -2.72173 0.69337
44 C -4.08420 -2.77097 2.05702
45 C -3.06924 -3.09121 2.95598
46 C -1.79310 -3.35134 2.50085
47 C 0.16123 -4.33253 -1.07111
48 C -0.64686 -5.47749 -1.06187
49 C -0.61927 -6.35958 -2.12778
50 C 0.21573 -6.10979 -3.20765
51 C 1.01936 -4.98018 -3.21458
52 C 0.99827 -4.08908 -2.15472
53 H 1.15009 -4.93710 1.77857
54 H 1.45168 -3.25697 2.41524
55 H 2.35616 -3.87229 1.02259
56 H -2.38180 -3.03612 -0.85251
57 H -4.62997 -2.47051 -0.00026
58 H -5.07558 -2.55854 2.43370
59 H -3.28038 -3.12227 4.01562
60 H -0.99352 -3.56138 3.19891
61 H -1.29637 -5.68817 -0.22169
62 H -1.24630 -7.24026 -2.11387
63 H 0.23775 -6.79587 -4.04340
64 H 1.67086 -4.78553 -4.05521
65 H 1.60836 -3.19490 -2.16940

Cartesian forces (eV/Å) of the 3 atoms listed first:
Pd -1.08 0.24 0.16
O -0.05 -0.04 -0.03
C 0.06 -0.06 0.17

Values from the calculation:
Energy above the lowest of the compared OMol25 structures with the same formula, charge and spin (eV): 2.888
HOMO level (alpha / beta) (eV): -11.1288 / -11.1304
Kohn-Sham gap (alpha / beta) (eV): 5.8238 / 5.8272
Net charge: +1


Going through the records in order, we get E values of -4173.2264; -865.2096; -2282.0513 a.u..
Going through the records in order, we get molecular weight values of 857.75; 271.48; 650.91 g mol⁻¹.